(1)
This record from the OMol25 dataset describes 3 unconnected molecules or ions with the total composition C39H36BrClF7N3O9S4 at a distorted geometry. The level of theory is ωB97M-V/def2-TZVPD.

As for the SMILES: C=Cc1c(Br)c2c(c(CCCS)c1OCC)N(S)c1c(CC)c(S(=O)(=O)C(F)(F)C(F)(F)C(F)(F)F)c(CCOC=O)c(Cl)c1S2.O=[N+]([O-])c1ccccc1.O=[N+]([O-])c1ccccc1. The calculation puts the LUMO energy at -0.0212 Eh. Its net charge is 0. As for the highest occupied orbital energy: -8.22 eV. For the orbital gap, the calculation gives 7.638 eV.

CARTESIAN COORDINATES (ANGSTROEM)
C: -3.04 -4.07 5.11
C: -3.17 -3.06 4.27
C: -2.14 -2.63 3.31
C: -2.39 -2.70 1.93
Br: -4.06 -3.34 1.32
C: -1.40 -2.33 0.99
C: -0.15 -1.89 1.42
C: 0.13 -1.79 2.80
C: 1.46 -1.33 3.31
C: 1.47 0.16 3.59
C: 2.80 0.62 4.17
S: 2.67 1.52 5.75
C: -0.87 -2.14 3.72
O: -0.56 -2.08 5.05
C: -1.40 -1.30 5.91
C: -0.63 -0.21 6.60
N: 0.89 -1.62 0.46
S: 1.63 -3.14 -0.05
C: 0.45 -0.85 -0.67
C: 1.31 0.13 -1.20
C: 2.66 0.28 -0.57
C: 2.77 1.35 0.52
C: 0.86 0.86 -2.35
S: 1.93 2.10 -3.02
O: 2.64 2.78 -1.98
O: 1.29 2.91 -4.02
C: 3.24 1.15 -3.97
F: 3.17 -0.14 -3.62
F: 2.98 1.25 -5.27
C: 4.70 1.61 -3.72
F: 5.43 0.79 -4.49
F: 5.04 1.40 -2.46
C: 5.03 3.09 -4.13
F: 4.03 3.61 -4.81
F: 5.25 3.82 -3.07
F: 6.10 3.10 -4.89
C: -0.42 0.62 -2.98
C: -0.98 1.37 -4.16
C: -1.72 2.62 -3.71
O: -2.76 2.20 -2.82
C: -2.75 2.78 -1.60
O: -2.56 2.17 -0.63
C: -1.20 -0.42 -2.42
Cl: -2.70 -0.88 -3.12
C: -0.78 -1.14 -1.29
S: -1.76 -2.45 -0.72
H: -3.90 -4.45 5.61
H: -2.09 -4.51 5.36
H: -4.09 -2.50 4.26
H: 2.18 -1.58 2.55
H: 1.67 -1.85 4.24
H: 1.20 0.69 2.69
H: 0.69 0.35 4.31
H: 3.31 1.32 3.53
H: 3.43 -0.23 4.33
H: 3.19 0.60 6.56
H: -2.25 -0.91 5.38
H: -1.80 -1.98 6.65
H: -1.12 0.02 7.54
H: -0.64 0.71 6.03
H: 0.39 -0.50 6.80
H: 1.01 -3.31 -1.22
H: 2.90 -0.68 -0.14
H: 3.40 0.45 -1.33
H: 3.37 2.17 0.18
H: 3.26 0.93 1.38
H: 1.80 1.75 0.79
H: -0.23 1.65 -4.87
H: -1.70 0.74 -4.66
H: -2.17 3.12 -4.56
H: -1.04 3.31 -3.23
H: -3.01 3.83 -1.57
O: -2.76 6.11 -1.75
N: -2.55 7.13 -2.37
O: -3.42 7.87 -2.78
C: -1.15 7.52 -2.63
C: -0.12 6.71 -2.18
C: 1.18 7.09 -2.43
C: 1.44 8.27 -3.13
C: 0.39 9.07 -3.57
C: -0.92 8.70 -3.32
H: -0.34 5.81 -1.63
H: 1.99 6.47 -2.09
H: 2.46 8.56 -3.33
H: 0.60 9.98 -4.11
H: -1.74 9.31 -3.65
O: 0.50 -7.71 0.45
N: -0.49 -7.02 0.46
O: -0.50 -5.83 0.71
C: -1.78 -7.66 0.16
C: -1.80 -9.02 -0.09
C: -3.02 -9.63 -0.36
C: -4.18 -8.87 -0.38
C: -4.13 -7.50 -0.14
C: -2.92 -6.89 0.14
H: -0.89 -9.60 -0.07
H: -3.06 -10.69 -0.56
H: -5.13 -9.34 -0.59
H: -5.04 -6.91 -0.16
H: -2.87 -5.83 0.33



(2)
This record from the OMol25 dataset describes a molecular structure, C39H36ClLuN3Si2 at a distorted geometry. The level of theory is ωB97M-V/def2-TZVPD.

The calculation puts the LUMO energy at -0.1185 Eh. Its net charge is +1. As for the highest occupied orbital energy: -9.64 eV. For the orbital gap, the calculation gives 6.421 eV.

CARTESIAN COORDINATES (ANGSTROEM)
C: -3.04 -0.35 3.19
C: -1.62 -0.32 3.40
C: -1.18 1.00 3.13
H: -1.02 -1.14 3.79
C: -2.30 1.79 2.75
C: -3.46 0.96 2.79
H: -4.49 1.28 2.65
H: -3.70 -1.18 3.44
H: -0.16 1.36 3.26
H: -2.31 2.86 2.54
Lu: -2.08 -0.14 0.90
Si: 1.62 -2.25 -1.72
C: 3.29 -2.49 -0.92
C: 4.45 -2.24 -1.67
H: 4.35 -1.98 -2.73
C: 5.71 -2.29 -1.07
H: 6.59 -2.03 -1.65
C: 5.84 -2.63 0.28
H: 6.82 -2.68 0.74
C: 4.69 -2.93 1.02
H: 4.78 -3.21 2.08
C: 3.43 -2.86 0.43
H: 2.54 -3.09 1.02
C: 0.94 -0.60 -1.16
C: 0.97 -0.22 0.17
H: 1.52 -0.80 0.92
C: 0.43 1.08 0.54
H: 0.70 1.51 1.51
C: -0.77 1.55 -0.18
H: -1.40 2.36 0.21
C: -0.71 1.21 -1.60
H: -1.43 1.62 -2.31
C: 0.37 0.39 -2.05
H: 0.58 0.30 -3.12
H: 0.72 -3.29 -1.18
Si: 0.88 2.03 -0.99
C: 0.75 3.90 -1.35
C: 1.76 4.78 -0.93
H: 2.59 4.42 -0.32
C: 1.74 6.12 -1.34
H: 2.54 6.80 -1.03
C: 0.69 6.59 -2.14
H: 0.68 7.64 -2.46
C: -0.33 5.72 -2.53
H: -1.15 6.09 -3.15
C: -0.31 4.38 -2.12
H: -1.12 3.72 -2.44
C: 2.80 1.88 -1.18
C: 3.64 1.54 -0.12
H: 3.28 1.53 0.91
C: 4.96 1.16 -0.37
H: 5.60 0.83 0.45
C: 5.46 1.15 -1.68
H: 6.47 0.79 -1.88
C: 4.64 1.58 -2.73
H: 5.03 1.61 -3.75
C: 3.31 1.95 -2.48
H: 2.68 2.26 -3.32
H: 1.71 -2.43 -3.11
Cl: -2.20 -1.21 -1.36
N: -4.43 -2.77 1.91
C: -3.14 -3.30 1.73
C: -2.95 -4.68 1.88
C: -1.67 -5.20 1.69
C: -0.61 -4.31 1.47
C: -0.86 -2.95 1.46
N: -2.13 -2.45 1.50
C: -5.07 -1.84 1.06
C: -6.41 -2.09 0.71
C: -7.10 -1.11 0.00
C: -6.42 0.07 -0.35
C: -5.08 0.21 -0.03
N: -4.41 -0.74 0.68
H: -5.08 -3.50 2.21
H: -3.83 -5.28 2.09
H: -1.50 -6.27 1.74
H: 0.41 -4.66 1.29
H: -0.05 -2.21 1.39
H: -6.84 -3.03 1.04
H: -8.15 -1.25 -0.25
H: -6.93 0.88 -0.87
H: -4.50 1.10 -0.33



Q: Which of these has the lowest net charge?
A: C39H36BrClF7N3O9S4